*one*
Molecular formula: C47H61N6PS2SeTi
Method: DFT, ωB97M-V/def2-TZVPD

```
119
Properties=species:S:1:pos:R:3
Ti -19.8000 -3.5201 12.6948
C -21.2031 -0.3301 16.1836
C -22.0920 -0.6596 14.9244
C -23.3332 -1.4907 15.1614
P -21.1843 -1.2535 13.2757
C -20.5811 0.3516 12.5093
C -20.0249 1.4406 13.4789
C -21.4785 1.0567 11.4603
C -22.5213 -1.8578 12.1898
C -23.6650 -1.1280 12.1285
C -24.8076 -1.5711 11.5242
C -25.9414 -0.6408 11.3657
C -24.8087 -2.8477 10.8596
C -23.6470 -3.6194 10.9009
C -22.5268 -3.1668 11.6085
N -21.3712 -3.9975 11.7705
C -21.5131 -5.3821 11.4566
C -22.1826 -6.3140 12.2746
C -23.0769 -5.8644 13.4475
C -21.9995 -7.7225 11.9446
C -21.3647 -8.1349 10.7514
C -21.0995 -9.6522 10.4677
C -20.9925 -7.1279 9.8248
C -21.0253 -5.7255 10.1566
C -20.5492 -4.7394 9.1946
H -20.5286 -1.1477 16.4789
H -21.8213 -0.1558 17.0900
H -20.5179 0.5062 15.9950
H -22.4335 0.3097 14.4981
H -23.1013 -2.5252 15.2706
H -24.0061 -1.2186 14.3390
H -23.8292 -1.0955 16.0349
H -19.6978 -0.1096 12.0591
H -20.8632 1.9390 13.8891
H -19.4446 2.1721 12.8653
H -19.4022 1.0348 14.2688
H -22.4211 1.4420 11.8856
H -21.7306 0.3117 10.6948
H -20.9259 1.8827 11.0320
H -23.6514 -0.1899 12.6732
H -25.6998 0.2971 10.8330
H -26.4287 -0.4179 12.3195
H -26.6767 -1.1117 10.7066
H -25.6666 -3.3092 10.3059
H -23.5500 -4.6062 10.4321
H -23.0961 -6.6698 14.2472
H -24.1331 -5.6917 13.1369
H -22.7562 -4.9284 13.8513
H -22.3830 -8.4357 12.6385
H -21.1134 -10.2757 11.3970
H -20.1448 -9.8369 9.9489
H -21.9074 -10.1330 9.8006
H -20.8252 -7.4423 8.7849
H -20.6705 -3.7217 9.5470
H -21.1340 -4.7658 8.2674
H -19.4855 -4.8284 8.8715
S -18.3566 -5.3479 11.8562
C -17.7592 -5.8262 13.3990
N -16.5155 -6.3883 13.5474
C -16.0283 -6.8263 14.8593
C -17.1140 -7.3593 15.7695
N -18.2384 -6.3885 15.7732
C -19.1836 -6.4162 16.9035
C -18.6955 -5.6484 18.1207
C -18.9901 -6.1802 19.4035
C -18.8244 -5.3758 20.5007
C -18.1844 -4.0948 20.4286
C -17.7789 -3.6433 19.2049
C -18.0376 -4.4243 18.0191
C -18.4990 -5.6921 14.6547
S -19.7311 -4.4584 14.8098
C -15.5773 -6.5460 12.4428
C -15.7248 -7.8805 11.6695
C -14.9154 -8.0556 10.5312
C -14.9444 -9.2445 9.8629
C -15.7168 -10.3405 10.3421
C -16.4430 -10.2103 11.5542
C -16.4819 -8.9472 12.1815
H -15.4394 -6.0440 15.2657
H -15.2930 -7.6451 14.6723
H -16.6731 -7.5374 16.7795
H -17.5533 -8.4138 15.5204
H -19.2859 -7.4498 17.1851
H -20.1170 -5.9825 16.5432
H -19.2766 -7.1967 19.5152
H -19.0933 -5.7875 21.4997
H -17.9465 -3.5463 21.3582
H -17.2245 -2.6960 19.0681
H -17.7904 -4.0078 17.0371
H -14.5377 -6.5366 12.8382
H -15.6238 -5.6989 11.7288
H -14.3082 -7.2088 10.2536
H -14.3839 -9.3751 8.9311
H -15.6033 -11.3300 9.9180
H -16.9247 -11.0189 12.0374
H -16.9770 -8.7896 13.1723
Se -17.3141 -0.5916 13.8513
C -18.0445 -1.6454 12.7264
N -18.5673 -2.2306 11.7600
C -19.7404 1.0201 6.3496
C -18.6807 1.3151 5.2010
N -17.2926 1.4131 5.8054
C -17.3845 2.5147 6.7909
C -18.4009 2.1428 7.9381
N -19.1403 0.8723 7.6877
C -18.1194 -0.2376 7.5798
C -17.1114 0.0702 6.4547
H -20.2817 0.1205 6.0854
H -20.4195 1.8719 6.4308
H -18.9121 2.2169 4.6382
H -18.6708 0.4268 4.5651
H -17.7591 3.4022 6.2587
H -16.3706 2.7150 7.1604
H -19.1360 2.9515 8.1755
H -17.8572 2.0478 8.9034
H -18.6351 -1.2217 7.4145
H -17.5870 -0.2919 8.5659
H -17.1438 -0.6797 5.6509
H -16.0628 0.0728 6.8680
```

The calculation puts the LUMO energy (alpha / beta) at 0.38 / -0.27 eV. As for the HOMO-LUMO gap (alpha / beta): 6.60 / 7.19 eV. The expectation value of S² is 2.008. As for the spin multiplicity: 3. For the molar mass, the calculation gives 932.0 g/mol.

Results of the Löwdin charge analysis, in e, for atoms 1 through 99: 0.364, -0.086, -0.470, -0.111, 1.095, -0.517, -0.148, -0.094, -0.310, -0.142, -0.279, -0.069, 0.001, -0.021, -0.239, -0.158, -0.308, -0.170, -0.040, 0.003, -0.249, -0.064, -0.003, -0.268, -0.071, 0.066, 0.079, 0.050, 0.088, 0.070, 0.057, 0.075, 0.036, 0.052, 0.094, -0.019, 0.075, 0.076, 0.068, 0.104, 0.090, 0.081, 0.072, 0.125, 0.123, 0.094, 0.087, 0.028, 0.093, 0.071, 0.063, 0.091, 0.119, 0.067, 0.090, 0.096, 0.762, -0.617, -0.144, -0.133, -0.106, -0.132, -0.143, -0.202, -0.056, -0.089, -0.098, -0.084, -0.024, -0.592, 0.674, -0.147, -0.190, -0.062, -0.091, -0.073, -0.069, -0.031, 0.120, 0.138, 0.136, 0.151, 0.116, 0.068, 0.097, 0.110, 0.108, 0.109, 0.097, 0.136, 0.111, 0.112, 0.105, 0.092, 0.083, 0.107, 0.726, -1.003, -0.089

*two*
Molecular formula: C47H61N6PS2SeTi
Method: DFT, ωB97M-V/def2-TZVPD

```
119
Properties=species:S:1:pos:R:3
Ti -16.1133 -17.6231 10.3696
C -18.1468 -17.7406 15.2249
C -17.1194 -17.8809 14.0763
C -15.7907 -17.1632 14.3807
P -17.7221 -17.4362 12.3928
C -18.9577 -15.9817 12.3085
C -20.4234 -16.4546 12.0107
C -18.9271 -14.9660 13.5084
C -18.4432 -19.0261 11.9093
C -19.4153 -19.6006 12.7818
C -20.1846 -20.6888 12.4012
C -21.3682 -21.1094 13.2174
C -19.9970 -21.2209 11.1372
C -18.9724 -20.8207 10.2649
C -18.2522 -19.6338 10.5801
N -17.5014 -18.9095 9.6137
C -17.7869 -18.9771 8.2101
C -18.8381 -18.2048 7.7139
C -19.7956 -17.4466 8.6310
C -19.0521 -18.1501 6.3264
C -18.3468 -18.9554 5.4450
C -18.6714 -18.7899 3.9757
C -17.3533 -19.7731 5.9374
C -17.1001 -19.8683 7.3093
C -16.1747 -21.0228 7.7585
H -17.8157 -17.0607 15.9944
H -18.2799 -18.7478 15.6862
H -19.1518 -17.4090 14.9029
H -17.0267 -18.9398 13.9113
H -15.8937 -16.0876 14.3026
H -14.9804 -17.4342 13.7238
H -15.5290 -17.4309 15.3968
H -18.5125 -15.4526 11.4463
H -20.9628 -16.4562 12.9860
H -20.4064 -17.4847 11.6025
H -20.8600 -15.7448 11.3022
H -19.7466 -15.0995 14.1701
H -19.0940 -13.9595 13.0547
H -17.9212 -14.9785 13.9853
H -19.6611 -19.0346 13.7565
H -21.0557 -21.7715 14.0089
H -22.1098 -21.6761 12.5438
H -21.8802 -20.3038 13.7641
H -20.6245 -22.0361 10.8521
H -18.7344 -21.3698 9.3426
H -20.0670 -16.4923 8.1032
H -19.3505 -17.2596 9.6082
H -20.7381 -18.0230 8.7692
H -19.6827 -17.3657 5.8735
H -19.4286 -18.0019 3.7828
H -19.1000 -19.7247 3.5748
H -17.7758 -18.5433 3.4222
H -16.7193 -20.3079 5.2236
H -16.4409 -21.9014 7.1355
H -16.2390 -21.2619 8.8179
H -15.1491 -20.8058 7.4443
S -15.1857 -17.0793 8.2667
C -13.9493 -16.0391 8.8605
N -12.8723 -15.8317 8.0514
C -11.7830 -14.9597 8.5229
C -11.8553 -14.7795 10.0403
N -13.1907 -14.4672 10.5518
C -13.4214 -13.5397 11.7014
C -12.4539 -12.3604 11.8423
C -11.2906 -12.5504 12.5614
C -10.2474 -11.6189 12.5095
C -10.3999 -10.4826 11.6759
C -11.6286 -10.1996 11.1027
C -12.6679 -11.1211 11.1876
C -14.1330 -15.3727 10.1459
S -15.6303 -15.3608 10.9991
C -12.7791 -16.1318 6.6172
C -11.5839 -17.0070 6.3939
C -10.5331 -16.5644 5.6127
C -9.3798 -17.3719 5.4086
C -9.2385 -18.5748 6.1063
C -10.3406 -18.9967 6.8870
C -11.5009 -18.2487 7.0642
H -11.7366 -13.9766 7.9758
H -10.7994 -15.4593 8.3622
H -11.1348 -13.9804 10.2767
H -11.4462 -15.7309 10.4675
H -13.4196 -14.1278 12.6078
H -14.4647 -13.2188 11.5260
H -11.1354 -13.4987 13.1244
H -9.3669 -11.8294 13.0851
H -9.5243 -9.8874 11.3514
H -11.8170 -9.2943 10.5113
H -13.6282 -10.9952 10.6547
H -12.7106 -15.1566 6.0570
H -13.7143 -16.7093 6.3915
H -10.5059 -15.5934 5.1468
H -8.6156 -17.0124 4.7234
H -8.3297 -19.1700 5.9116
H -10.2943 -19.9801 7.3475
H -12.3129 -18.6228 7.7176
Se -13.2490 -20.8058 12.4822
C -14.0373 -19.5241 11.6728
N -14.7495 -18.7338 11.0761
C -20.1942 -12.8624 8.2704
C -19.7155 -11.7365 7.3365
N -18.2578 -11.3134 7.5378
C -18.1282 -10.7782 8.9593
C -18.8243 -11.7690 9.9447
N -19.0846 -13.1200 9.3113
C -17.7882 -13.5047 8.5700
C -17.5069 -12.5663 7.4279
H -20.2928 -13.7826 7.6589
H -21.1178 -12.5965 8.7666
H -20.3796 -10.8756 7.3920
H -19.8218 -12.0389 6.2677
H -18.6955 -9.8506 8.9839
H -17.0551 -10.5439 9.1546
H -19.7798 -11.3143 10.2461
H -18.2569 -11.8457 10.9014
H -17.9179 -14.5065 8.1469
H -16.9996 -13.5712 9.3382
H -17.7578 -13.1087 6.4196
H -16.4252 -12.3774 7.4589
```

The calculation puts the LUMO energy (alpha / beta) at 0.37 / -0.72 eV. As for the HOMO-LUMO gap (alpha / beta): 6.77 / 6.41 eV. The expectation value of S² is 2.008. As for the spin multiplicity: 3. For the molar mass, the calculation gives 932.0 g/mol.

Results of the Löwdin charge analysis, in e, for atoms 1 through 99: 0.358, -0.111, -0.512, -0.112, 1.001, -0.480, -0.097, -0.093, -0.310, -0.064, -0.308, -0.066, -0.045, 0.004, -0.250, -0.129, -0.268, -0.200, -0.021, -0.023, -0.287, -0.058, -0.033, -0.195, -0.035, 0.068, 0.090, 0.057, 0.087, 0.056, 0.050, 0.076, 0.050, 0.080, 0.051, 0.076, 0.048, 0.082, 0.070, 0.120, 0.065, 0.103, 0.076, 0.099, 0.115, 0.080, 0.040, 0.099, 0.115, 0.077, 0.082, 0.069, 0.125, 0.082, 0.066, 0.072, 0.725, -0.613, -0.126, -0.119, -0.126, -0.106, -0.130, -0.220, -0.072, -0.065, -0.087, -0.097, -0.030, -0.633, 0.662, -0.137, -0.243, -0.051, -0.081, -0.083, -0.082, -0.020, 0.141, 0.134, 0.123, 0.145, 0.111, 0.080, 0.130, 0.095, 0.111, 0.110, 0.118, 0.143, 0.081, 0.104, 0.098, 0.107, 0.101, 0.123, 0.633, -0.931, -0.092

Relative energy of each structure, in hartree: *one* 0.0123; *two* 0.0000.

*one*
Molecular formula: C8H13N2O2
Method: DFT, ωB97M-V/def2-TZVPD

```
25
Properties=species:S:1:pos:R:3
C -0.6851 -1.9833 2.8447
C -0.7063 -0.6225 2.7458
C -0.0007 -1.3849 0.7938
C 1.5278 1.2178 -1.3179
C -0.4412 0.8233 -1.9769
C 0.8813 0.9162 -2.6314
C -0.9948 0.3544 3.8255
C 0.8430 -0.2470 -4.7577
N -0.3548 -0.2999 1.4586
N -0.2653 -2.4648 1.5831
O 0.2202 1.1909 -0.7446
O 1.3120 0.3596 -3.6758
H -1.1018 -2.5182 3.7553
H 2.1826 0.3727 -0.8575
H 1.9856 2.1311 -1.2566
H -1.1728 1.5359 -2.2740
H -0.9366 -0.1751 -1.7305
H -1.8861 1.0303 3.4578
H -1.4862 0.0493 4.7024
H -0.0179 0.8140 4.0191
H -0.2006 -0.3152 -4.9853
H 0.0970 -1.4205 -0.3058
H 1.6449 -0.3881 -5.3967
H -0.3380 0.6370 1.0738
H -0.2096 -3.3231 1.1932
```

The calculation puts the LUMO energy (alpha / beta) at -3.15 / -3.14 eV. As for the HOMO-LUMO gap (alpha / beta): 7.36 / 7.10 eV. As for the total charge: +1. As for the spin multiplicity: 1. For the molar mass, the calculation gives 169.2 g/mol.

Calculated atomic charges, method natural (NBO), unit e: -0.065, 0.150, 0.253, -0.084, -0.120, 0.206, -0.665, -0.136, -0.461, -0.450, -0.583, -0.330, 0.276, 0.162, 0.200, 0.206, 0.151, 0.249, 0.263, 0.252, 0.171, 0.255, 0.181, 0.483, 0.436

*two*
Molecular formula: C8H13N2O2
Method: DFT, ωB97M-V/def2-TZVPD

```
25
Properties=species:S:1:pos:R:3
C 1.0728 -0.4523 2.6058
N 0.8203 -0.9256 1.1901
C -0.2181 -0.4475 0.4758
C -0.6175 -1.0490 -0.8973
C -0.0245 -0.2828 -2.0069
C -0.1704 1.1028 -1.5499
C 0.1541 1.2259 -0.1126
O 1.5246 1.2020 0.2098
C -0.5854 2.2493 0.5849
N -1.3753 2.8310 1.2419
C -0.9031 -2.5157 -0.9788
O -1.8582 -1.5266 -1.0466
H 0.5077 0.4174 2.6215
H 0.6640 -1.1107 3.4346
H 2.0857 -0.1186 2.6431
H 1.7530 -1.1507 0.7223
H -1.1940 -0.5612 1.0620
H -0.5689 -0.3472 -2.9594
H 1.0352 -0.6073 -2.1276
H -1.3042 1.2743 -1.6691
H 0.6111 1.6855 -2.2010
H 2.0768 1.4212 -0.5795
H -1.7417 3.7657 1.2255
H -0.6503 -3.0218 -1.8297
H -1.0937 -3.0581 -0.0588
```

Its SMILES is CN[C@@H]1[C@@]2(CC[C@@]1(O)C#[NH+])CO2. The calculation puts the LUMO energy (alpha / beta) at -4.67 / -4.67 eV. As for the HOMO-LUMO gap (alpha / beta): 8.05 / 8.05 eV. As for the total charge: +1. As for the spin multiplicity: 1. For the molar mass, the calculation gives 169.2 g/mol.

Calculated atomic charges, method natural (NBO), unit e: -0.401, -0.556, 0.051, 0.182, -0.440, -0.426, 0.029, -0.689, 0.651, -0.478, -0.075, -0.463, 0.180, 0.230, 0.225, 0.406, 0.240, 0.261, 0.220, 0.252, 0.242, 0.500, 0.468, 0.192, 0.200

Relative energy of each structure, in hartree: *one* 0.0144; *two* 0.0000.

*one*
Molecular formula: H8NaO4
Method: DFT, ωB97M-V/def2-TZVPD

```
13
Properties=species:S:1:pos:R:3
Na 0.0822 -0.2763 0.5579
O -0.3838 1.0801 1.5569
H -0.0974 1.9923 1.6020
H -0.8852 0.9460 2.3612
O 1.5715 0.3172 -0.1810
H 2.1543 1.0216 0.1024
H 1.2635 0.5932 -1.0442
O -0.6996 0.0257 -0.9642
H -1.6446 0.0899 -1.1025
H -0.3176 0.5440 -1.6725
O -0.1821 -1.8827 -0.1353
H -0.6741 -1.6117 -0.9104
H -0.1872 -2.8392 -0.1701
```

The calculation puts the LUMO energy at -3.78 eV. As for the HOMO-LUMO gap: 12.44 eV. As for the total charge: +1. As for the spin multiplicity: 1. For the molar mass, the calculation gives 95.0 g/mol.

Calculated atomic charges, method natural (NBO), unit e: 0.925, -0.985, 0.503, 0.502, -0.946, 0.499, 0.466, -0.969, 0.513, 0.492, -0.992, 0.496, 0.496

*two*
Molecular formula: H8NaO4
Method: DFT, ωB97M-V/def2-TZVPD

```
13
Properties=species:S:1:pos:R:3
Na -0.7779 0.5326 0.4348
O 1.3508 1.6534 1.4411
H 1.2966 2.5902 1.2523
H 2.1885 1.5474 1.8920
O -2.2202 -1.3603 0.2395
H -2.9448 -1.1684 -0.3559
H -2.5458 -2.0705 0.7925
O 0.9470 -1.2795 0.3238
H 0.6353 -2.1371 0.6129
H 1.4735 -1.4650 -0.4537
O -0.1403 1.0597 -1.8663
H 0.4027 1.8044 -2.1250
H 0.3345 0.2933 -2.1879
```

The calculation puts the LUMO energy at -3.50 eV. As for the HOMO-LUMO gap: 12.19 eV. As for the total charge: +1. As for the spin multiplicity: 1. For the molar mass, the calculation gives 95.0 g/mol.

Calculated atomic charges, method natural (NBO), unit e: 0.971, -0.975, 0.481, 0.500, -0.986, 0.494, 0.500, -0.967, 0.488, 0.485, -0.973, 0.495, 0.487

Relative energy of each structure, in hartree: *one* 0.1882; *two* 0.0000.

*one*
Molecular formula: C5H8Cl2N2O
Method: DFT, ωB97M-V/def2-TZVPD

```
18
Properties=species:S:1:pos:R:3
C 1.4718 1.5262 0.4503
C -0.5387 -0.2723 0.7038
C 0.0503 1.3878 2.3432
C 0.7459 -0.2014 -0.0463
C 0.1996 -1.1833 -2.1419
N 1.0136 2.0593 1.4745
N -0.2396 -0.0446 2.0555
O 0.8503 -0.0842 -1.3939
Cl 1.9244 -1.4790 0.4505
Cl -1.3713 -0.7501 3.2418
H 2.0548 1.9869 -0.3118
H -1.1525 0.6075 0.3931
H -0.8670 -1.3338 0.5127
H 0.3032 1.6131 3.3826
H -0.9837 1.8165 2.2603
H 0.3065 -2.1229 -1.7361
H 0.6204 -1.1455 -3.1294
H -0.9207 -0.9464 -2.0356
```

The calculation puts the LUMO energy at 0.51 eV. As for the HOMO-LUMO gap: 9.49 eV. As for the spin multiplicity: 1. For the molar mass, the calculation gives 183.0 g/mol.

Calculated atomic charges, method natural (NBO), unit e: 0.172, -0.353, -0.097, 0.286, -0.264, -0.418, -0.401, -0.538, -0.090, 0.088, 0.195, 0.197, 0.243, 0.228, 0.178, 0.188, 0.210, 0.177

*two*
Molecular formula: C5H8Cl2N2O
Method: DFT, ωB97M-V/def2-TZVPD

```
18
Properties=species:S:1:pos:R:3
C 0.0370 -3.0823 -0.3125
N -0.0226 -1.8281 -0.4922
C 0.9951 -0.9509 -0.5640
C 0.7878 0.3197 -0.6750
Cl -0.7391 1.0389 -0.6376
O 1.8790 1.1977 -0.7034
C 1.8827 2.5161 -0.3675
H 0.9278 -3.6989 -0.4311
H -0.9054 -3.5928 -0.1328
H 2.0378 -1.1468 -0.4755
H 1.9906 2.7892 0.6848
H 0.9169 2.9649 -0.5688
H 2.6795 3.0153 -1.0221
C -1.2646 -1.2882 1.9161
N -2.3721 -0.6705 1.9110
Cl -3.7521 -1.5278 1.1821
H -0.3861 -0.8102 2.2647
H -1.2165 -2.2742 1.4456
```

Its SMILES is C=N/C=C(\Cl)OC.C=NCl. The calculation puts the LUMO energy at 0.31 eV. As for the HOMO-LUMO gap: 9.13 eV. As for the spin multiplicity: 1. For the molar mass, the calculation gives 183.0 g/mol.

Calculated atomic charges, method natural (NBO), unit e: -0.063, -0.410, -0.180, 0.294, 0.051, -0.507, -0.252, 0.152, 0.173, 0.197, 0.177, 0.186, 0.197, -0.072, -0.362, 0.041, 0.199, 0.179

Relative energy of each structure, in hartree: *one* 0.0000; *two* 0.0059.